Run A
Formula: C9H11OP
Source: the OMol25 dataset
Level of theory: wB97M-V/def2-TZVPD

Positions of all 22 atoms, in Å:
C1 -1.97 -0.74 1.63
C2 -1.68 0.72 1.43
O1 -2.37 1.57 0.98
P1 0.22 1.12 1.53
C3 0.08 2.79 0.74
C4 0.62 -0.04 0.07
C5 0.05 0.16 -1.23
C6 0.55 -0.70 -2.22
C7 1.46 -1.69 -1.96
C8 2.02 -1.94 -0.68
C9 1.57 -1.03 0.31
H1 -3.03 -0.98 1.54
H2 -1.54 -1.12 2.58
H3 -1.64 -1.08 0.69
H4 0.94 3.14 0.12
H5 -0.03 3.50 1.59
H6 -0.87 2.69 0.16
H7 -0.77 0.87 -1.44
H8 0.44 -0.39 -3.30
H9 1.79 -2.11 -2.87
H10 2.76 -2.64 -0.41
H11 2.03 -1.08 1.32

The structure (SMILES) is CC(=O)P(C)c1ccccc1.



Run B
Formula: C9H11OP
Source: the OMol25 dataset
Level of theory: wB97M-V/def2-TZVPD

Positions of all 22 atoms, in Å:
C1 4.04 -0.46 -0.22
C2 2.79 0.34 0.01
C3 1.69 0.37 -0.70
P1 0.46 1.42 0.18
O1 0.12 2.79 -0.30
C4 -1.13 0.42 0.18
C5 -1.07 -0.88 0.47
C6 -2.26 -1.64 0.27
C7 -3.45 -1.05 -0.09
C8 -3.50 0.30 -0.24
C9 -2.30 1.01 -0.20
H1 4.05 -1.17 0.61
H2 4.86 0.17 0.05
H3 4.01 -1.09 -1.05
H4 2.70 0.96 0.98
H5 1.55 -0.01 -1.74
H6 0.90 1.35 1.44
H7 -0.12 -1.54 0.62
H8 -2.28 -2.71 0.54
H9 -4.41 -1.58 -0.18
H10 -4.31 0.93 -0.39
H11 -2.35 2.06 -0.24

The structure (SMILES) is C/C=C/[P@@H](=O)c1ccccc1.



The most stable of them is run B.